Entry 1:
3 unconnected molecules or ions with the total composition C26H51BI2N2O3 in a non-equilibrium geometry. Source: the OMol25 dataset; level of theory: the ωB97M-V functional and the def2-TZVPD basis.

The geometry in XYZ format:
```
85
Properties=species:S:1:pos:R:3:forces:R:3
C 0.937 4.674 2.716 0.1 0.5 -0.6
C 1.492 3.758 1.488 -0.9 0.2 0.9
C 0.242 2.887 0.970 0.8 0.3 -0.3
B 0.622 1.700 -0.068 -1.0 -0.4 0.2
C -0.601 0.812 -0.699 -0.1 0.2 -0.2
C -1.715 0.375 0.368 -0.3 -0.5 -0.3
C -1.162 -0.477 1.610 -0.1 -1.1 -0.8
I -1.869 0.296 3.542 0.4 -0.3 -0.8
C 2.129 1.313 -0.562 0.4 -0.9 -1.6
C 2.742 0.140 0.324 1.8 2.5 4.2
O 3.230 0.375 1.461 -2.1 -1.1 -4.8
I 2.826 -1.965 -0.326 -0.3 1.0 0.0
H 1.059 4.157 3.733 -0.1 0.7 -1.6
H -0.186 4.876 2.560 1.7 -0.3 0.2
H 1.446 5.711 2.734 -0.7 -1.7 0.2
H 2.370 3.130 1.873 -1.3 0.7 -0.7
H 1.866 4.394 0.615 -0.5 -0.7 1.3
H -0.366 2.470 1.856 0.9 0.6 -1.3
H -0.455 3.626 0.414 0.8 -1.2 0.9
H -1.124 1.517 -1.458 0.7 -1.0 1.1
H -0.225 -0.075 -1.336 -0.6 1.2 1.1
H -2.281 1.286 0.761 0.8 -1.2 -0.7
H -2.460 -0.312 -0.189 1.0 1.2 1.0
H -1.575 -1.554 1.552 0.6 1.8 0.2
H -0.029 -0.580 1.663 -1.5 0.5 0.0
H 2.832 2.219 -0.675 -0.8 -1.6 0.8
H 2.016 0.886 -1.632 0.2 0.6 1.6
C -5.424 -4.407 5.129 -0.2 -0.3 -0.1
C -5.483 -2.954 4.583 0.6 -1.0 1.8
C -6.834 -2.315 4.963 -0.2 0.2 -0.3
C -8.010 -2.848 4.148 0.1 -0.2 0.0
C -7.725 -2.757 2.653 0.0 0.4 0.3
C -6.382 -3.395 2.243 -0.6 -1.6 -1.2
N -5.244 -2.957 3.106 -0.8 4.2 -0.5
O -4.919 -1.687 2.739 0.0 -2.4 0.5
C -6.503 -4.937 2.283 -0.1 -0.2 0.3
C -6.134 -3.092 0.742 0.4 0.6 0.3
C -4.353 -2.229 5.354 0.0 0.6 -0.6
H -5.057 -4.435 6.159 0.0 0.3 -0.1
H -6.401 -4.892 5.159 0.1 0.0 -0.1
H -4.743 -5.031 4.543 -0.1 0.1 0.0
H -6.784 -1.227 4.823 0.2 -0.1 -0.1
H -7.037 -2.472 6.028 0.3 -0.1 -0.1
H -8.228 -3.886 4.426 0.0 0.1 0.0
H -8.910 -2.276 4.386 0.0 0.0 0.0
H -8.548 -3.226 2.103 0.3 -0.1 -0.1
H -7.737 -1.697 2.366 0.2 -0.1 0.0
H -5.537 -5.411 2.088 -0.1 0.1 0.1
H -7.198 -5.293 1.516 0.1 0.3 0.0
H -6.890 -5.323 3.224 0.1 0.1 0.0
H -6.140 -2.022 0.522 0.1 -0.1 0.2
H -6.916 -3.538 0.121 0.0 -0.1 0.3
H -5.176 -3.505 0.410 -0.1 0.1 0.1
H -3.372 -2.657 5.129 -0.1 0.0 -0.1
H -4.507 -2.306 6.434 -0.2 -0.3 -0.2
H -4.313 -1.157 5.139 0.0 -0.2 -0.2
C 7.150 2.409 -2.849 0.1 0.3 -0.2
C 6.220 1.209 -3.173 1.6 0.6 1.4
C 6.932 0.254 -4.151 -0.2 -0.2 -0.4
C 7.012 0.794 -5.577 0.0 0.2 0.1
C 5.635 1.219 -6.079 0.1 -0.5 0.2
C 4.901 2.180 -5.122 -0.1 1.8 -1.2
N 4.913 1.707 -3.704 -1.6 -3.9 -0.9
O 4.014 0.691 -3.606 1.2 2.1 0.3
C 5.538 3.588 -5.207 0.3 0.1 0.1
C 3.463 2.402 -5.657 -0.2 -0.6 0.5
C 6.057 0.495 -1.808 -0.7 -0.4 -0.3
H 7.822 2.185 -2.016 -0.2 -0.2 -0.1
H 7.803 2.680 -3.680 -0.1 0.1 0.0
H 6.579 3.294 -2.553 0.0 -0.1 -0.1
H 6.410 -0.711 -4.179 -0.1 0.2 0.1
H 7.945 0.038 -3.795 -0.2 0.2 0.2
H 7.707 1.641 -5.628 -0.1 -0.1 0.0
H 7.422 0.027 -6.238 0.0 0.0 0.0
H 5.741 1.681 -7.067 -0.2 0.2 0.2
H 5.033 0.314 -6.233 -0.1 0.2 0.2
H 5.097 4.263 -4.467 0.0 -0.1 0.0
H 5.368 4.033 -6.192 -0.1 -0.2 0.1
H 6.617 3.591 -5.071 0.0 0.0 0.1
H 2.908 1.468 -5.772 0.1 0.1 0.2
H 3.484 2.871 -6.645 0.3 0.0 0.2
H 2.893 3.060 -4.994 0.1 -0.1 0.0
H 5.568 1.140 -1.072 0.0 0.0 -0.1
H 7.029 0.207 -1.399 0.0 0.3 -0.3
H 5.484 -0.434 -1.881 -0.1 0.3 -0.1
```
Positions in Å, forces in eV/Å.

As for the multiplicity: 3. The calculation puts the HOMO-LUMO gap (spin up / spin down) at 8.978 / 8.620 eV. The largest force on an atom comes out at 5.4 eV/A.

Listed below, in e, are the Löwdin charges computed for each atom: -0.134, -0.253, -0.147, -0.286, -0.149, -0.302, -0.599, 0.746, -0.111, -0.738, -0.070, 0.745, 0.077, 0.070, 0.070, 0.105, 0.107, 0.073, 0.130, 0.125, 0.104, 0.084, 0.114, 0.057, 0.043, 0.126, 0.098, -0.041, -0.477, -0.136, -0.184, -0.138, -0.487, -0.044, -0.056, -0.044, -0.046, -0.067, 0.081, 0.064, 0.089, 0.125, 0.126, 0.102, 0.113, 0.124, 0.125, 0.092, 0.086, 0.057, 0.076, 0.084, 0.088, 0.083, 0.084, 0.037, -0.040, -0.476, -0.135, -0.182, -0.137, -0.487, -0.041, -0.037, -0.044, -0.045, -0.046, 0.082, 0.065, 0.089, 0.125, 0.126, 0.102, 0.113, 0.124, 0.125, 0.091, 0.086, 0.058, 0.077, 0.084, 0.087, 0.086, 0.088, 0.052

Entry 2:
2 unconnected molecules or ions with the total composition C26H51N7O8PS in a non-equilibrium geometry. Source: the OMol25 dataset; level of theory: the ωB97M-V functional and the def2-TZVPD basis.

The geometry in XYZ format:
```
94
Properties=species:S:1:pos:R:3:forces:R:3
C 3.155 1.756 4.452 0.5 0.3 0.1
C 2.086 1.034 4.199 -0.5 -0.3 0.0
C 1.881 0.293 2.905 0.0 -0.1 0.0
C 0.427 0.055 2.441 0.2 -0.3 0.2
C -0.291 -0.763 3.549 -0.2 0.0 -0.1
C -1.796 -1.034 3.450 0.0 0.1 -0.1
O -1.951 -2.338 2.884 0.4 0.3 0.2
C -3.153 -2.972 2.859 -0.2 1.9 0.2
C -4.412 -2.154 2.960 -0.3 0.1 0.1
O -3.161 -4.133 2.709 0.0 -2.2 -0.4
C 0.486 -0.790 1.123 0.0 0.3 -0.2
N 1.530 -0.371 0.211 0.0 0.0 0.1
C 2.743 -1.181 0.097 0.2 0.2 -0.1
C 2.931 -1.820 -1.291 0.2 -0.1 0.0
C 2.670 -3.328 -1.312 -0.2 0.1 0.1
C -0.876 -0.859 0.384 0.1 -0.6 0.0
C -0.687 -1.152 -1.104 -0.6 -0.1 0.0
C -1.998 -1.393 -1.831 0.2 0.0 0.1
C -1.884 -1.687 -3.302 0.0 0.0 -0.1
N -3.090 -1.338 -1.180 0.0 0.2 -0.1
N -1.611 0.414 0.543 0.1 0.3 -0.3
C -0.889 1.483 0.914 0.3 -0.4 0.1
N -0.824 2.591 0.210 -0.6 0.4 0.1
C 0.170 3.641 0.556 0.0 0.0 -0.2
O 1.430 3.058 0.575 0.1 0.0 0.0
C 2.434 3.837 -0.101 -0.1 0.3 -0.1
O 3.593 3.120 -0.145 0.1 -0.3 0.0
C 4.367 3.146 1.058 0.0 0.0 0.1
C 5.100 1.821 1.157 -0.1 0.0 -0.1
O 6.153 1.982 2.086 0.0 0.0 0.0
C -1.660 2.777 -0.976 -0.1 0.2 -0.1
C -0.908 2.323 -2.237 -0.9 -0.4 0.5
O 0.282 2.472 -2.261 1.2 0.1 -0.1
N -1.624 1.744 -3.240 -0.1 0.8 -0.6
C -0.880 1.692 -4.513 -0.1 -0.5 0.1
C -3.030 2.135 -3.410 -0.1 -0.3 0.2
N -0.182 1.412 2.109 -0.4 -0.6 0.0
P -0.923 2.375 3.344 0.3 0.7 0.2
S -0.052 3.906 4.096 0.0 -0.2 0.0
H 3.988 1.820 3.756 -0.1 0.1 0.0
H 3.237 2.313 5.377 0.1 -0.1 0.0
H 1.343 0.959 4.988 -0.1 0.0 -0.1
H 2.342 -0.703 2.959 0.0 0.1 0.0
H 2.409 0.849 2.130 -0.1 -0.1 0.1
H 0.195 -1.742 3.551 0.0 0.1 0.1
H -0.083 -0.347 4.534 0.0 0.1 -0.1
H -2.311 -0.289 2.837 0.1 0.0 0.0
H -2.246 -1.005 4.448 0.1 -0.1 -0.1
H -4.983 -2.342 2.048 0.0 0.0 0.1
H -5.000 -2.541 3.796 0.0 0.1 -0.1
H -4.274 -1.083 3.074 0.0 0.0 0.0
H 0.689 -1.814 1.450 0.1 0.1 -0.1
H 1.738 0.618 0.263 -0.1 0.0 -0.1
H 2.736 -1.963 0.867 0.0 0.0 -0.1
H 3.609 -0.547 0.315 -0.1 -0.1 0.0
H 2.285 -1.301 -2.003 0.0 0.0 0.1
H 3.961 -1.642 -1.615 -0.1 0.0 -0.1
H 1.774 -3.579 -0.731 0.0 0.0 -0.1
H 3.508 -3.868 -0.863 -0.1 0.0 0.0
H 2.521 -3.703 -2.326 0.1 0.0 0.0
H -1.484 -1.673 0.770 0.0 0.2 0.3
H -0.158 -0.355 -1.633 0.2 -0.1 0.2
H -0.089 -2.068 -1.173 0.1 0.2 -0.2
H -0.956 -1.288 -3.715 0.0 -0.1 0.0
H -2.721 -1.254 -3.855 0.0 -0.1 0.1
H -1.881 -2.768 -3.473 0.0 0.1 0.0
H -3.889 -1.526 -1.786 0.0 0.0 0.0
H -2.328 0.520 -0.165 0.2 0.0 -0.2
H -0.079 4.088 1.521 0.0 0.0 -0.1
H 0.075 4.401 -0.225 0.1 -0.1 0.0
H 2.560 4.782 0.449 0.0 0.0 -0.1
H 2.104 4.016 -1.128 0.0 0.0 0.1
H 5.099 3.958 1.013 -0.1 0.0 0.0
H 3.705 3.300 1.916 0.1 0.0 0.0
H 4.403 1.036 1.481 0.1 0.1 0.0
H 5.458 1.557 0.155 0.1 0.0 0.1
H 6.748 1.226 2.038 -0.1 0.0 0.0
H -2.638 2.319 -0.846 0.1 0.0 0.1
H -1.850 3.850 -1.082 0.0 -0.1 0.0
H -1.486 1.154 -5.242 0.0 0.1 0.1
H -0.660 2.698 -4.880 0.0 0.0 0.0
H 0.052 1.150 -4.371 0.0 0.1 0.0
H -3.419 1.627 -4.290 0.0 0.1 0.0
H -3.638 1.810 -2.563 0.1 0.0 -0.1
H -3.154 3.215 -3.542 0.0 -0.1 -0.1
H -1.326 1.428 4.286 0.0 -0.2 -0.1
H -2.117 2.672 2.668 -0.1 -0.1 0.0
C -3.269 -6.041 -4.820 0.1 -0.1 0.0
N -2.108 -5.220 -5.267 0.1 0.0 -0.1
O -1.002 -5.542 -4.885 -0.1 0.1 0.0
O -2.350 -4.273 -5.990 0.0 0.0 0.1
H -2.897 -6.839 -4.189 0.0 0.0 0.0
H -3.944 -5.381 -4.285 0.0 0.0 0.0
H -3.753 -6.424 -5.713 0.0 0.0 0.0
```
Positions in Å, forces in eV/Å.

Its total charge is +1. As for the multiplicity: 1. The calculation puts the HOMO-LUMO gap at 8.594 eV. The largest force on an atom comes out at 2.3 eV/A.

Listed below, in e, are the Löwdin charges computed for each atom: 0.030, -0.190, -0.126, -0.334, -0.100, -0.187, -0.024, -0.546, 0.027, 0.158, -0.206, -0.009, -0.200, -0.232, -0.109, -0.206, -0.086, -0.399, -0.021, 0.147, 0.174, -0.343, 0.043, -0.169, -0.091, -0.230, -0.074, -0.158, -0.246, -0.048, -0.019, -0.468, 0.114, -0.130, -0.031, -0.041, -0.112, 0.402, 0.265, 0.054, 0.072, 0.087, 0.141, 0.091, 0.142, 0.095, 0.097, 0.138, 0.099, 0.102, 0.066, 0.159, 0.102, 0.118, 0.096, 0.096, 0.104, 0.062, 0.077, 0.073, 0.130, 0.113, 0.134, 0.079, 0.084, 0.082, 0.069, 0.107, 0.055, 0.145, 0.151, 0.137, 0.140, 0.120, 0.086, 0.132, 0.098, 0.114, 0.151, 0.092, 0.105, 0.091, 0.092, 0.081, 0.104, -0.002, 0.012, 0.048, -0.459, 0.067, 0.049, 0.096, 0.097, 0.103